C39H40CaN11O2S3 | ωB97M-V/def2-TZVPD

Output
Electronic energy   -112531.469 eV
Lowest unoccupied orbital energy   1.899 eV
Multiplicity   1
Net charge   -1
E_HOMO   -3.71 eV

Element x y z (Å)
Ca 0.23628 -0.79753 0.75098
S 2.15747 0.33685 2.45534
C 2.10845 2.00379 1.93268
C 1.14034 2.88029 2.47273
C 1.09539 4.19438 2.06794
C 2.01808 4.64589 1.12588
C 2.93831 3.72831 0.65736
N 3.00170 2.45292 1.03824
H 0.44692 2.49092 3.20635
H 0.35102 4.86790 2.47876
H 2.02392 5.66878 0.77279
H 3.68631 4.03546 -0.07103
N 0.62964 -3.58700 4.54203
C -0.17630 -2.71782 5.25355
C -0.50169 -2.63474 6.60192
C -1.34686 -1.60524 6.96928
C -1.84736 -0.69576 6.02466
C -1.51956 -0.78514 4.68626
C -0.66860 -1.81850 4.30059
N -0.16294 -2.13514 3.04720
C 0.60103 -3.17530 3.24111
C 1.35336 -3.81223 2.16760
C 1.97992 -5.01946 2.16611
S 2.66922 -5.29623 0.62646
C 2.07187 -3.78155 0.08894
N 1.41641 -3.12010 0.98771
H 1.22626 -4.29976 4.91983
H -0.11009 -3.33390 7.32955
H -1.62634 -1.49544 8.00926
H -2.50259 0.09862 6.35800
H -1.89259 -0.09358 3.94400
H 2.04261 -5.75132 2.95410
H 2.20745 -3.40490 -0.91583
O 0.91087 -1.66413 -1.43223
C -0.30138 -1.95276 -1.68830
O -1.20169 -1.78056 -0.82096
C -0.64771 -2.47994 -3.05157
C 0.39859 -2.42749 -3.98679
C 0.25047 -2.83211 -5.29503
C -0.99651 -3.32239 -5.69065
C -2.03142 -3.39368 -4.78968
C -1.92241 -2.98399 -3.43388
S -3.35529 -3.16139 -2.46157
H 1.34670 -2.03959 -3.63665
H 1.07724 -2.77257 -5.99236
H -1.15621 -3.64889 -6.71302
H -2.99617 -3.77321 -5.10109
C -3.30536 -1.91530 1.00578
C -3.04840 -0.45665 0.89470
N -2.15853 0.23111 1.59122
C -2.36407 1.55626 1.26345
C -3.36176 1.66362 0.34984
N -3.78387 0.37077 0.11075
C -4.76666 -0.03940 -0.88449
N -4.72182 0.85305 -2.00875
N -5.63156 1.83834 -2.16104
N -5.32054 2.55349 -3.17835
C -4.15148 2.05529 -3.71714
C -3.39330 2.46001 -4.82466
C -2.25815 1.73358 -5.09760
C -1.86096 0.63325 -4.29919
C -2.59212 0.22483 -3.21091
C -3.75319 0.96039 -2.95842
H -2.53132 -2.35623 1.63021
H -3.27947 -2.39808 0.02428
H -4.27564 -2.08798 1.48084
H -1.75892 2.33943 1.69158
H -3.80011 2.50861 -0.15309
H -5.77758 0.00658 -0.48133
H -4.51645 -1.05048 -1.22181
H -3.69947 3.30103 -5.43264
H -1.64759 2.00172 -5.95163
H -0.96330 0.08420 -4.55755
H -2.31886 -0.62293 -2.59643
C 1.72629 4.50039 -3.36122
C 1.02548 3.16457 -3.57960
N 0.28462 2.70842 -2.41628
C -1.01558 3.31949 -2.17693
C -1.02882 4.29736 -1.00603
C 0.74594 1.73603 -1.57780
C 2.12803 1.19154 -1.80926
N 0.05677 1.25187 -0.60321
H 2.28826 4.79093 -4.25123
H 2.41534 4.43630 -2.51724
H 1.00390 5.28934 -3.14620
H 1.74700 2.40277 -3.86305
H 0.32008 3.24373 -4.41226
H -1.76037 2.53271 -2.02626
H -1.30621 3.83035 -3.09518
H -0.69620 3.81948 -0.08452
H -2.03933 4.68335 -0.85335
H -0.36147 5.13994 -1.19139
H 2.11410 0.48597 -2.64226
H 2.44577 0.66336 -0.91577
H 2.84856 1.98381 -2.01175
H -0.87235 1.65514 -0.54187

Atom charges from the Löwdin analysis, given in e for atoms 1 to 8: 1.16, 0.41, -0.83, -0.14, -0.12, -0.11, -0.19, 0.03

C39H40Cl2N2O2PSSiTl | ωB97M-V/def2-TZVPD

Output
Electronic energy   -105909.847 eV
Lowest unoccupied orbital energy   3.950 eV
Multiplicity   1
Net charge   -2
E_HOMO   -0.24 eV

Element x y z (Å)
Tl -0.50963 1.18792 1.12144
Cl 3.39487 3.59452 7.74994
C 2.80577 2.89512 6.26654
C 3.62207 2.00522 5.57284
C 3.14707 1.46402 4.40624
Cl 4.17917 0.37582 3.53744
C 1.85017 1.72952 3.83574
O 1.46247 1.13852 2.80794
C 1.08157 2.70662 4.58474
C -0.17753 3.20382 4.11524
O -0.68273 3.11052 3.00244
C 1.56777 3.23532 5.79124
H 4.60377 1.74392 5.93684
H -0.72363 3.79882 4.88984
H 0.96067 3.95272 6.32724
C -4.39403 -5.55478 1.10704
Si -3.52853 -4.04698 0.28004
C -4.94243 -3.15828 -0.65366
C -2.30593 -4.77118 -1.00246
C -2.63553 -3.09048 1.63074
C -2.45683 -3.53628 2.92334
C -1.65653 -2.81748 3.80984
C -1.03863 -1.67098 3.34104
N -1.20953 -1.19978 2.12284
C -2.01563 -1.86118 1.27304
S -2.29643 -1.19388 -0.25056
H -4.91693 -6.14908 0.36304
H -5.12133 -5.23158 1.84574
H -3.67983 -6.20298 1.60524
H -5.43473 -3.84218 -1.34036
H -4.54153 -2.32428 -1.21626
H -5.69283 -2.77218 0.03004
H -2.81503 -5.34498 -1.77326
H -1.57353 -5.42288 -0.53346
H -1.76843 -3.95818 -1.47576
H -2.92443 -4.45758 3.25574
H -1.50693 -3.15388 4.82754
H -0.36633 -1.09548 3.96374
C 3.79257 -0.26878 -3.49096
C 4.28377 0.43112 -2.25846
C 5.65417 0.46952 -2.03686
C 6.20117 1.08302 -0.92586
C 5.36467 1.67042 0.00544
C 3.99917 1.64572 -0.20046
C 3.43697 1.03952 -1.32256
P 1.59887 1.21042 -1.38596
C 1.21697 -0.55638 -1.79756
C 1.64207 -1.41258 -0.77806
C 1.45797 -2.77638 -0.85606
C 0.80357 -3.30978 -1.95416
C 0.31987 -2.46498 -2.93396
C 0.51257 -1.08888 -2.87636
C -0.07103 -0.23728 -3.95806
C 1.38047 2.38062 -2.75646
C 2.45837 2.98382 -3.38786
C 2.31017 4.10552 -4.18536
C 1.04697 4.70312 -4.29086
C -0.03723 4.15612 -3.67576
C 0.04997 2.95682 -2.88896
C -1.05123 2.40352 -2.31406
H 4.57237 -0.27048 -4.25456
H 2.90607 0.21792 -3.88536
H 3.54577 -1.30728 -3.26246
H 6.31497 0.02582 -2.77156
H 7.27577 1.10592 -0.79556
H 5.77737 2.15262 0.87984
H 3.33597 2.09092 0.53054
H 2.11277 -0.98438 0.09884
H 1.81807 -3.41628 -0.06066
H 0.64717 -4.37808 -2.03846
H -0.23883 -2.88158 -3.76316
H -0.04293 -0.75168 -4.91926
H 0.44897 0.71362 -4.03256
H -1.11163 -0.02868 -3.71376
H 3.45727 2.58242 -3.26776
H 3.16847 4.55532 -4.67386
H 0.94387 5.62812 -4.85246
H -1.00773 4.63682 -3.75026
H -1.01163 1.47662 -1.76036
H -2.02313 2.85712 -2.43026
C -5.62553 2.22702 0.63814
C -4.94243 0.87812 0.87824
C -3.86753 1.00852 1.82944
N -3.03283 1.13842 2.60244
H -6.47403 2.11322 -0.03736
H -4.92253 2.93022 0.19684
H -5.98953 2.64292 1.57864
H -4.50963 0.47962 -0.04496
H -5.65573 0.14722 1.27194

Atom charges from the Löwdin analysis, given in e for atoms 1 to 8: 0.82, 0.59, -0.71, -0.16, -0.58, 0.68, -0.43, -0.19

C39H40CrN6O4Sb2 | ωB97M-V/def2-TZVPD

Output
Electronic energy   -99715.322 eV
Lowest unoccupied orbital energy (spin up / spin down)   -0.759 / -0.784 eV
Expectation value of S²   6.0990
Multiplicity   5
E_HOMO (spin up / spin down)   -5.55 / -7.45 eV

Element x y z (Å)
Cr -0.78576 0.45752 -0.35038
N -3.56326 2.46845 -2.88055
C -2.42388 2.13230 -2.22828
N -2.42745 1.28753 -1.22921
C -3.60502 0.60290 -0.87588
N -3.50734 -0.39356 -0.07945
N -2.26375 -0.59732 0.46883
C -2.31964 -1.53171 1.44745
C -1.26377 -1.69407 2.34183
C -1.33412 -2.60134 3.40966
C -0.26755 -2.71342 4.27942
C 0.82484 -1.87644 4.08741
C 0.78327 -0.95199 3.06830
N -0.19556 -0.88186 2.16669
C -4.87487 1.04165 -1.48475
C -6.05607 0.56990 -0.99236
C -7.24636 1.02616 -1.56309
C -7.18929 1.94624 -2.59716
C -5.99947 2.45531 -3.06310
C -4.82251 2.01993 -2.45004
H -3.57762 3.15431 -3.59148
H -1.46226 2.50027 -2.55265
H -3.27192 -2.03813 1.49410
H -2.23153 -3.19713 3.51336
H -0.31901 -3.41125 5.13932
H 1.65314 -1.91559 4.75729
H 1.56063 -0.22256 2.96055
H -6.04375 -0.19168 -0.19584
H -8.20757 0.60619 -1.25501
H -8.13210 2.28938 -2.98373
H -5.96154 3.23385 -3.80878
C 3.50486 1.58034 1.80021
Sb 2.55472 0.50835 0.26266
C 3.48183 1.81177 -1.14235
C 3.83663 -1.24524 0.00718
C 3.74333 -2.28815 1.08692
C 4.40594 -2.07329 2.30730
C 4.42099 -3.04684 3.29172
C 3.70370 -4.20479 3.12608
C 3.07547 -4.46769 1.89555
C 3.07630 -3.53054 0.89827
C 2.36359 -3.91292 -0.37872
Sb 0.26677 -3.26616 -0.25735
C -0.30216 -4.33972 -1.98196
C -0.38070 -4.89556 0.99684
H 4.56245 1.63520 1.62085
H 3.30887 1.18260 2.76006
H 3.04730 2.54454 1.78996
H 3.33299 2.83678 -0.79036
H 3.08959 1.77589 -2.15803
H 4.56270 1.56665 -1.10677
H 4.86517 -0.87146 -0.17659
H 3.44142 -1.59961 -0.92964
H 4.97934 -1.15656 2.35142
H 4.95259 -2.85286 4.18666
H 3.69655 -4.97418 3.92040
H 2.54090 -5.41491 1.78357
H 2.31203 -5.00334 -0.49909
H 2.73607 -3.43798 -1.28042
H 0.04459 -5.40167 -1.79294
H 0.26809 -3.92659 -2.82801
H -1.36582 -4.30156 -2.18498
H -0.13155 -5.87133 0.62536
H -1.47216 -4.78545 1.07958
H -0.02354 -4.80675 2.02539
O -0.83566 2.17440 1.12452
C -0.18606 2.82840 0.29138
O 0.23824 2.24283 -0.80717
C 0.25401 4.23473 0.57822
C 0.65524 5.07501 -0.45303
C 1.01760 6.37274 -0.15559
C 1.04487 6.78341 1.17437
C 0.69946 5.92215 2.23152
C 0.24377 4.67207 1.88829
N 1.57353 8.14012 1.47860
O 1.65163 8.93003 0.56293
O 1.93688 8.38726 2.60854
H 0.65070 4.66417 -1.44087
H 1.34292 7.10162 -0.88196
H 0.85827 6.33455 3.23463
H -0.07702 3.99439 2.69497
C -0.12439 -1.97642 -4.60161
C 0.90743 -1.21183 -4.12396
C 0.74761 -0.55815 -2.85937
C -0.42814 -0.62266 -2.09957
C -1.49104 -1.32107 -2.69747
C -1.33511 -1.99980 -3.89871
H -0.04102 -2.52778 -5.52597
H 1.83237 -1.12963 -4.60172
H 1.58667 0.04171 -2.51241
H -2.44735 -1.39482 -2.18648
H -2.24316 -2.49826 -4.28333

Atom charges from the Löwdin analysis, given in e for atoms 1 to 8: 0.78, 0.14, -0.07, 0.04, -0.29, 0.08, -0.14, -0.12

Calculated values (kJ/mol) of relative energy (zero: lowest compared OMol25 entry of this formula, charge and spin) for the records, taken in order: 28.63, 8.79, 0.00.